# 1
# C27H24GeN3O3PdS

C27H24GeN3O3PdS as an isolated structure in a non-equilibrium geometry (the ωB97M-V functional and the def2-TZVPD basis, the Open Molecules 2025 dataset).

Summary:
F_max: 0.029 Eh/bohr
Frontier orbital gap (alpha / beta): 6.922 / 6.913 eV
Energy above the lowest of the compared OMol25 structures with the same formula, charge and spin: 47.51 kcal per mole
Highest occupied orbital energy (alpha / beta): -0.1602 / -0.1603 Eh

The geometry in ORCA input format:
```
! RIJCOSX wB97M-V def2-TZVPD def2/J DEFGRID3
* xyz -1 1
Pd 0.17260 0.32710 -0.09800
O -0.11180 0.21740 2.18360
N -0.83300 1.23150 2.54900
C -1.69230 1.05380 3.56830
C -2.46070 2.07480 4.06700
C -2.36400 3.33430 3.47150
C -1.49810 3.51330 2.41990
C -0.69450 2.46520 1.94810
S 0.46160 2.71410 0.72920
H -1.70680 0.04800 3.96440
H -3.13050 1.89130 4.89360
H -2.94910 4.15950 3.84830
H -1.41700 4.45890 1.90710
C 3.59360 0.49430 1.66960
Ge 2.48760 -0.14700 0.11340
C 3.21750 1.01180 -1.35950
C 2.31420 1.68730 -2.17190
C 2.74320 2.57900 -3.13640
C 4.09850 2.81070 -3.30460
C 5.01310 2.13700 -2.51280
C 4.57120 1.24690 -1.55260
C 3.25470 -1.94610 -0.34710
C 4.13220 -2.56540 0.50720
C 4.66930 -3.82920 0.23460
C 4.34100 -4.48240 -0.92030
C 3.43630 -3.89850 -1.82980
C 3.08850 -4.54110 -3.03580
C 2.20280 -3.96990 -3.90460
C 1.59310 -2.74790 -3.58300
C 1.90550 -2.10500 -2.41690
C 2.86040 -2.63420 -1.52430
H 4.66000 0.38860 1.49350
H 3.33160 -0.04010 2.57770
H 3.37360 1.54720 1.82550
H 1.23690 1.51790 -2.02580
H 2.02540 3.10470 -3.75120
H 4.44080 3.51900 -4.04740
H 6.07350 2.31500 -2.64090
H 5.28220 0.72060 -0.93010
H 4.41960 -2.06040 1.41800
H 5.35580 -4.28070 0.93900
H 4.76690 -5.44990 -1.15570
H 3.54230 -5.49860 -3.26020
H 1.95470 -4.46430 -4.83480
H 0.87040 -2.32590 -4.26740
H 1.38860 -1.18390 -2.14880
C -5.32900 2.29190 -0.03010
N -4.33870 1.25310 -0.16830
C -4.61540 -0.02990 0.15020
C -3.68220 -0.99700 0.08040
C -2.32970 -0.61160 -0.26160
O -1.38700 -1.42990 -0.28030
N -2.08770 0.68470 -0.58770
C -3.03020 1.63100 -0.61790
O -2.87500 2.77770 -0.99710
H -6.32980 1.86340 -0.10420
H -5.16870 3.03350 -0.81400
H -5.21500 2.79810 0.93380
H -5.63440 -0.23380 0.45800
H -3.89500 -2.02540 0.31690
*
```

These are the natural (NBO) partial charges, in e, on atoms 1 to 2: atom 1 (Pd): 0.5465, atom 2 (O): -0.6163

=====

# 2
# C27H24N4O

An isolated molecule of C27H24N4O in a non-equilibrium geometry (the ωB97M-V functional and the def2-TZVPD basis, the Open Molecules 2025 dataset).

Summary:
SMILES: N#Cc1c(-c2ccccc2)c(-c2ccccc2)n(Cc2ccco2)c1/N=C\N1CCCC1
F_max: 0.025 Eh/bohr
Frontier orbital gap: 7.890 eV
Energy above the lowest of the compared OMol25 structures with the same formula, charge and spin: 31.45 kcal per mole
Highest occupied orbital energy: -0.2652 Eh

The geometry in ORCA input format:
```
! RIJCOSX wB97M-V def2-TZVPD def2/J DEFGRID3
* xyz 0 1
N -0.60030 -3.77521 1.36081
C -0.23546 -2.68719 1.26364
C 0.14853 -1.35547 1.13127
C 1.40454 -0.83900 0.68013
C 2.54406 -1.63870 0.24938
C 2.34885 -2.80896 -0.48208
C 3.42764 -3.56869 -0.89308
C 4.71780 -3.17436 -0.58167
C 4.92212 -2.01716 0.15202
C 3.84688 -1.25638 0.56762
C 1.33286 0.53505 0.78221
C 2.32893 1.53125 0.40784
C 2.92988 1.47323 -0.84974
C 3.88129 2.40508 -1.21530
C 4.24517 3.41311 -0.33656
C 3.66090 3.47512 0.91713
C 2.71206 2.54100 1.29063
N 0.09607 0.86959 1.29653
C -0.50196 2.18211 1.36624
C -1.55871 2.32168 0.31556
C -1.48482 2.22030 -1.04418
C -2.81186 2.35708 -1.52218
C -3.58806 2.52661 -0.41841
O -2.83880 2.50425 0.69604
C -0.64326 -0.26057 1.48230
N -1.84678 -0.17523 2.10002
C -2.97835 -0.63653 1.74152
N -3.37417 -1.16752 0.57942
C -4.75281 -1.51648 0.30414
C -4.89914 -1.20832 -1.18236
C -3.54560 -1.65665 -1.73004
C -2.56077 -1.27944 -0.61890
H 1.34536 -3.12104 -0.73196
H 3.25995 -4.47321 -1.45961
H 5.56023 -3.76870 -0.90399
H 5.92590 -1.70906 0.40744
H 4.01135 -0.36483 1.15453
H 2.64499 0.68689 -1.53335
H 4.33993 2.34842 -2.19165
H 4.98704 4.14280 -0.62510
H 3.95174 4.24993 1.61180
H 2.28965 2.57092 2.28550
H 0.27912 2.93212 1.22294
H -0.97086 2.30819 2.34709
H -0.59760 2.07201 -1.62613
H -3.13437 2.33176 -2.54291
H -4.64238 2.67795 -0.29762
H -3.77023 -0.54570 2.47952
H -4.91280 -2.58552 0.49263
H -5.43291 -0.94227 0.93481
H -5.02874 -0.13478 -1.32875
H -5.73487 -1.73290 -1.63924
H -3.54468 -2.73653 -1.87774
H -3.29423 -1.17718 -2.67342
H -2.07119 -0.32156 -0.82395
H -1.78710 -2.04132 -0.49079
*
```

These are the natural (NBO) partial charges, in e, on atoms 1 to 2: atom 1 (N): -0.3632, atom 2 (C): 0.3054

=====

# 3
# C27H25AuNO5

C27H25AuNO5 as an isolated structure in a non-equilibrium geometry (the ωB97M-V functional and the def2-TZVPD basis, the Open Molecules 2025 dataset).

Summary:
F_max: 0.049 Eh/bohr
Frontier orbital gap (alpha / beta): 4.738 / 5.292 eV
Highest occupied orbital energy (alpha / beta): -0.1660 / -0.1697 Eh

The geometry in ORCA input format:
```
! RIJCOSX wB97M-V def2-TZVPD def2/J DEFGRID3
* xyz -1 1
Au -0.02380 -0.11686 -0.10618
O 0.89180 1.08536 -6.31387
C 0.74763 0.86082 -5.12519
C 0.86829 -0.47773 -4.44890
O 1.33777 -1.48140 -4.96128
C 0.39937 -0.27301 -3.07193
C 0.33063 1.14369 -2.80761
O 0.26988 1.62424 -1.65045
C 0.38642 1.87442 -4.07651
O 0.13560 3.05152 -4.28852
O 0.05832 -1.13178 -2.22315
C 4.17443 -3.70768 -0.40372
C 3.81755 -2.44285 -0.89254
C 2.65415 -1.85278 -0.49254
C 1.78003 -2.48336 0.41708
C 0.55223 -1.90349 0.81759
C -0.20663 -2.53514 1.76356
C 0.19993 -3.75946 2.32699
C 1.34897 -4.36675 1.90975
C 2.16867 -3.74909 0.94411
C 3.36899 -4.33967 0.49832
H 5.08890 -4.17177 -0.74454
H 4.46582 -1.94102 -1.59572
H 2.38082 -0.88050 -0.87842
H -1.13824 -2.10387 2.10011
H -0.41372 -4.22177 3.08992
H 1.64815 -5.32563 2.31577
H 3.64087 -5.31346 0.88662
C 0.43287 2.50239 6.29894
C 0.75806 1.80680 5.00150
C 1.95821 1.12068 4.85461
C 2.26336 0.53205 3.63078
C 3.54324 -0.22176 3.40629
C 1.35977 0.61922 2.59857
C 0.07801 1.21731 2.71602
C -0.15661 1.85307 3.96420
N -0.74666 1.08977 1.67434
C -2.08383 1.59224 1.43919
C -2.80209 2.36626 2.55763
C -2.00300 2.55468 0.23925
C -2.97915 0.39019 1.08331
H 1.24353 2.38728 7.01605
H -0.47636 2.09585 6.74278
H 0.26991 3.56813 6.13666
H 2.65207 1.05715 5.68296
H 4.19536 -0.17805 4.27592
H 4.07696 0.17978 2.54689
H 3.31828 -1.26578 3.18871
H 1.62211 0.18419 1.64766
H -1.06279 2.39731 4.14863
H -2.28473 3.29608 2.77684
H -2.91619 1.77217 3.46090
H -3.80018 2.61945 2.20132
H -1.28056 3.33937 0.45361
H -2.97272 3.00957 0.04676
H -1.66438 2.03863 -0.65382
H -3.07362 -0.27233 1.94205
H -2.54122 -0.17243 0.26031
H -3.97259 0.72364 0.78963
*
```

These are the natural (NBO) partial charges, in e, on atoms 1 to 2: atom 1 (Au): 1.1571, atom 2 (O): -0.5059

=====

# 4
# C27H25IMnN4O2

C27H25IMnN4O2 as an isolated structure in a non-equilibrium geometry (the ωB97M-V functional and the def2-TZVPD basis, the Open Molecules 2025 dataset).

Summary:
F_max: 0.046 Eh/bohr
Frontier orbital gap (alpha / beta): 6.798 / 6.893 eV
Energy above the lowest of the compared OMol25 structures with the same formula, charge and spin: 0.00 kcal per mole
Highest occupied orbital energy (alpha / beta): -0.2928 / -0.3035 Eh

The geometry in ORCA input format:
```
! RIJCOSX wB97M-V def2-TZVPD def2/J DEFGRID3
* xyz 0 6
C 3.36919 4.09079 0.82963
C 4.51723 3.16999 0.44496
H 3.02921 4.65670 -0.03971
H 3.69803 4.79763 1.59762
H 2.52549 3.51691 1.21618
H 4.18255 2.40479 -0.25555
H 5.32816 3.74248 -0.01664
H 4.91256 2.66522 1.32815
C -2.83563 0.87711 -0.81589
C -4.04642 0.75699 -1.49914
C -4.25644 -0.33118 -2.35158
C -3.22352 -1.25090 -2.51873
H -2.62909 1.71374 -0.15061
H -4.81216 1.51418 -1.35415
H -5.19654 -0.46320 -2.88103
H -3.30773 -2.11340 -3.17861
N -1.83632 -0.02250 -0.95642
C -2.01736 -1.05688 -1.83057
C -0.85826 -1.92102 -1.95586
N 0.25515 -1.46083 -1.31338
C 1.37432 -2.20815 -1.25482
C 0.27068 -3.97748 -2.46698
C 1.40209 -3.48492 -1.80549
H 2.21691 -1.76154 -0.72889
H 2.31206 -4.06523 -1.69557
C -0.86215 -3.17367 -2.57066
H -1.77537 -3.48265 -3.07939
H 0.26364 -4.97901 -2.88709
Mn 0.12637 0.23492 -0.24956
I 0.73959 2.48285 -1.19363
O 2.90288 0.77411 1.25134
C 2.09831 0.16039 1.94812
N 2.18108 -0.02155 3.32558
C 1.45977 -1.19892 3.73356
C 0.84882 -1.63432 2.37691
O 0.33674 -2.71884 2.12585
N 0.97893 -0.55881 1.51436
C 2.45806 -2.07628 4.48155
C 2.85129 -3.33204 4.03045
C 3.89716 -3.99240 4.69299
C 4.53604 -3.40644 5.78699
C 4.08824 -2.17153 6.27402
C 3.03315 -1.51892 5.63522
C 0.23768 -0.89723 4.57259
C -0.10958 -1.62747 5.71789
C -1.37636 -1.44007 6.27967
C -2.29632 -0.57124 5.68445
C -1.91965 0.19701 4.57101
C -0.62481 0.07393 4.05799
H 3.05175 0.30229 3.75134
H 2.32019 -3.77792 3.18480
H 4.21956 -4.96687 4.32735
H 5.38321 -3.90756 6.26353
H 4.56768 -1.70128 7.13250
H 2.66394 -0.57672 6.05468
H 0.58774 -2.34879 6.14862
H -1.64335 -1.99947 7.17850
H -3.31298 -0.49868 6.07875
H -2.61876 0.86702 4.06874
H -0.30648 0.67126 3.20038
*
```

These are the natural (NBO) partial charges, in e, on atoms 1 to 2: atom 1 (C): -0.6030, atom 2 (C): -0.5987

=====

# 5
# C27H26AgCl2P2

C27H26AgCl2P2 as an isolated structure (the ωB97M-V functional and the def2-TZVPD basis, the Open Molecules 2025 dataset).

Summary:
F_max: 0.011 Eh/bohr
Frontier orbital gap: 8.628 eV
Energy above the lowest of the compared OMol25 structures with the same formula, charge and spin: 3.44 kcal per mole
Highest occupied orbital energy: -0.4045 Eh

The geometry in ORCA input format:
```
! RIJCOSX wB97M-V def2-TZVPD def2/J DEFGRID3
* xyz 1 1
Ag 1.70489 -0.76690 1.27104
C 0.38212 -0.47110 -1.61661
C 1.55920 0.46012 -1.94807
P 2.78150 0.64590 -0.56852
C 3.44971 2.31972 -0.75644
C 3.45017 2.99748 -1.97328
C 4.03597 4.25154 -2.07391
C 4.62622 4.83306 -0.96028
C 4.62760 4.16475 0.25673
C 4.03560 2.91503 0.35890
C 4.16599 -0.43820 -1.07636
C 4.61609 -0.45370 -2.39711
C 5.66958 -1.26785 -2.77618
C 6.30344 -2.06764 -1.83230
C 5.88131 -2.04439 -0.51215
C 4.81499 -1.23415 -0.13978
P 0.89680 -2.05158 -0.83398
C 1.84665 -2.92067 -2.09837
C 2.81268 -3.83157 -1.67711
C 3.57957 -4.52002 -2.60523
C 3.39424 -4.28864 -3.96078
C 2.43620 -3.37854 -4.39002
C 1.66269 -2.69677 -3.46197
C -0.68231 -2.93004 -0.64273
C -1.20056 -3.75955 -1.63443
C -2.43306 -4.37403 -1.46090
C -3.16179 -4.15935 -0.29991
C -2.65212 -3.33667 0.69632
C -1.41362 -2.73616 0.52776
H -0.23509 -0.64030 -2.50111
H -0.27066 0.00203 -0.87712
H 1.17219 1.45224 -2.18419
H 2.08344 0.10137 -2.83434
H 2.99801 2.55601 -2.85294
H 4.03245 4.77107 -3.02320
H 5.08083 5.81185 -1.04004
H 5.08355 4.61810 1.12688
H 4.02817 2.40162 1.31362
H 4.15096 0.18008 -3.14361
H 6.00320 -1.27160 -3.80587
H 7.13010 -2.70102 -2.12756
H 6.37948 -2.65704 0.22817
H 4.50309 -1.22222 0.89935
H 2.97053 -3.99720 -0.61802
H 4.32651 -5.22719 -2.26899
H 3.99970 -4.81564 -4.68684
H 2.28877 -3.20080 -5.44731
H 0.91404 -1.99441 -3.80956
H -0.63963 -3.94160 -2.54360
H -2.82320 -5.02197 -2.23481
H -4.12205 -4.64009 -0.16748
H -3.21462 -3.17599 1.60699
H -1.00757 -2.11505 1.32059
Cl -0.46226 0.71783 2.49560
C -0.26081 -0.27821 3.94564
Cl 1.22394 -1.27471 3.84877
H -1.10284 -0.95279 4.02768
H -0.16574 0.36829 4.80796
*
```

These are the natural (NBO) partial charges, in e, on atoms 1 to 2: atom 1 (Ag): 0.6756, atom 2 (C): -0.7131

=====

# 6
# C27H26AlBCl2F13LiN2O9

C27H26AlBCl2F13LiN2O9 as an isolated structure in a non-equilibrium geometry (the ωB97M-V functional and the def2-TZVPD basis, the Open Molecules 2025 dataset).

Summary:
F_max: 0.072 Eh/bohr
Frontier orbital gap: 2.003 eV
Highest occupied orbital energy: -0.2962 Eh

The geometry in ORCA input format:
```
! RIJCOSX wB97M-V def2-TZVPD def2/J DEFGRID3
* xyz 0 1
C 6.40383 0.94587 1.26982
C 4.92726 0.59519 1.80372
N 4.57912 -0.61595 1.76382
C 4.05706 1.76576 2.37089
C 2.53581 1.54458 2.33025
C 1.79648 2.65058 2.11885
C 0.24622 2.56156 2.09496
O -0.46004 3.49440 2.51206
C -0.35258 1.25698 1.57661
B -1.77976 1.26415 0.84867
O -2.19331 0.36962 -0.13413
O -2.72985 2.23990 1.25930
C 0.40293 0.12957 1.77570
C -0.04156 -1.26028 1.27025
O 0.04830 -1.53297 0.07773
O -0.47005 -2.10660 2.09642
C 1.76276 0.22926 2.53738
O 2.09751 -0.67028 3.23268
H 6.92258 0.03730 0.84000
H 6.40171 1.78751 0.46968
H 7.00098 1.25337 2.17966
H 5.32712 -1.19995 1.36879
H 4.36045 2.03817 3.41430
H 4.23962 2.69499 1.76044
H 2.33962 3.61447 1.97741
H -2.74299 -0.28894 0.33327
H -2.84173 2.12593 2.22008
Li 8.68500 -0.19096 2.10884
Al 1.00311 5.14917 1.49067
F -5.72116 0.56095 2.14718
C -6.47300 1.24081 1.25575
C -7.78028 0.85151 1.03854
C -8.55634 1.55240 0.12596
C -8.01078 2.62766 -0.56565
C -6.69169 3.00499 -0.34043
C -5.91840 2.31058 0.58055
H -8.18510 0.00645 1.58111
H -9.58475 1.26026 -0.04652
H -8.61554 3.17185 -1.28135
H -6.26536 3.84014 -0.88258
H -4.89182 2.59419 0.77670
Cl 5.29023 3.24293 0.30370
Cl 9.66699 -2.50228 3.42561
C -8.14473 -5.22394 1.37444
C -7.94277 -4.20297 0.23849
C -8.04393 -2.72916 0.62987
F -9.26542 -2.40841 1.10780
F -7.83800 -1.94202 -0.45445
F -8.79448 -4.49115 -0.77209
F -6.68822 -4.40598 -0.25406
O -9.43614 -5.81844 1.48444
C -10.41095 -5.14032 2.21506
C -11.60704 -4.74181 1.34912
F -11.23252 -3.92532 0.34291
F -12.52145 -4.06939 2.08822
F -9.86564 -4.09196 2.85940
F -10.82911 -5.99707 3.17341
H -7.48877 -6.06340 1.13888
H -7.78551 -4.85178 2.33525
H -7.29324 -2.46608 1.38080
H -12.08410 -5.62333 0.91527
C 8.40276 1.34957 -4.51980
C 7.00548 0.78257 -4.37137
O 7.04091 -0.51856 -3.75068
C 7.16712 -0.52982 -2.43063
O 7.25723 0.44823 -1.73682
C 7.14208 -1.96589 -1.90423
F 7.92897 -2.78529 -2.61366
F 5.90601 -2.48545 -1.94649
F 7.55433 -2.03428 -0.62753
H 9.04343 0.64843 -5.06015
H 8.37765 2.29460 -5.05761
H 8.86436 1.51972 -3.54869
H 6.55899 0.64285 -5.35539
H 6.35379 1.45663 -3.81384
C 12.04166 3.57135 -5.57274
C 10.91733 3.66515 -4.61820
N 10.04729 3.73784 -3.88010
H 12.97710 3.80407 -5.06585
H 12.09820 2.56246 -5.97969
H 11.89339 4.27709 -6.38895
F 3.21360 4.17205 -0.21336
*
```

These are the Löwdin partial charges, in e, on atoms 1 to 2: atom 1 (C): -0.1028, atom 2 (C): -0.3377